[1]
27
Properties=species:S:1:pos:R:3:forces:R:3:lowdin_charge:R:1 method="wB97M-V/def2-TZVPD" molar_mass_g_mol=220.13 total_energy_ev=-81568.38312 e_above_lowest_ev=0.000 lumo_ev=-2.9 spin_multiplicity=1 total_charge=+1
C -1.197448 -0.187848 1.721269 -0.35 -0.16 0.37 -0.20
C 1.237269 -0.493606 -1.004445 -1.94 0.92 0.46 -0.13
C -0.436498 -1.989763 -0.002463 1.03 1.01 -0.32 -0.20
C -0.571648 1.259165 1.637176 -3.01 0.52 1.49 -0.11
C 1.123938 0.185591 0.315793 -1.11 -1.90 1.52 -0.12
C -0.218873 -1.179368 1.237534 4.23 0.93 -0.48 -0.57
C -0.524912 -1.228831 -2.503017 1.24 -0.70 0.52 -0.05
C 0.634926 2.672629 -0.035802 3.42 -2.50 1.03 0.06
N -0.173437 -1.024306 -1.087420 1.92 0.48 -1.48 -0.22
N 0.108579 1.252033 0.310566 -1.48 0.86 -0.17 -0.17
Br 0.726662 -2.203808 2.697069 -0.76 0.88 -1.17 0.70
H -1.483459 -0.606562 2.717647 -0.25 1.23 -0.60 0.12
H -2.059165 -0.279343 0.997621 0.51 0.54 0.93 0.14
H 1.403593 0.224223 -1.860084 -0.02 -0.87 0.79 0.15
H 2.016670 -1.230755 -0.909951 0.30 -0.49 -0.44 0.13
H 0.057942 -2.945968 0.131292 0.90 -0.05 -0.83 0.11
H -1.414172 -2.230584 -0.221180 -2.65 -0.66 0.32 0.11
H -1.490521 1.983958 1.708006 1.79 -1.00 -0.84 0.17
H 0.068826 1.668978 2.467587 -0.10 -1.18 -0.91 0.15
H 2.064826 0.426239 0.827309 -0.64 0.07 0.23 0.14
H -1.543394 -1.398110 -2.627070 -1.87 -1.05 0.05 0.07
H -0.433890 -0.300629 -3.034528 0.65 0.62 -0.13 0.08
H 0.099911 -1.994672 -2.999149 -0.42 0.22 0.14 0.11
H 0.268821 2.998876 -0.991633 0.18 0.20 -0.19 0.10
H 0.598072 3.361824 0.786946 -1.37 0.31 0.30 0.08
H 1.787211 2.459548 0.097662 -1.94 0.74 -1.51 0.14
H -0.649829 0.801089 -0.376737 1.75 1.04 0.92 0.22

[2]
28
Properties=species:S:1:pos:R:3:forces:R:3:lowdin_charge:R:1 method="wB97M-V/def2-TZVPD" s_squared=3.79 molar_mass_g_mol=251.12 total_energy_ev=-64067.72743 e_above_lowest_ev=0.216 lumo_ev="3.0 / 3.0" spin_multiplicity=4 total_charge=-1
Cr -0.683705 1.270527 0.094774 3.11 -0.32 0.41 -0.08
Cl 1.284609 1.005625 -0.928836 0.73 -0.36 -0.38 0.12
Cl 0.016823 1.595740 2.147676 0.10 0.13 1.21 0.05
C -1.056508 2.911486 -0.325395 -3.67 2.95 -1.62 -0.41
H -1.997855 3.230022 0.263102 1.36 -0.16 0.11 -0.05
H -1.413936 3.092399 -1.393561 0.95 -0.21 0.56 -0.05
C -1.033282 -1.065128 0.803331 0.45 -1.49 1.86 -0.21
C -1.844406 -0.377231 0.023329 -2.04 1.45 -1.28 -0.31
H -1.039892 -0.891787 1.868332 -0.03 0.13 0.11 0.08
C -1.748897 -0.496490 -1.486298 -0.41 -0.13 0.28 -0.22
H -2.374559 0.534299 0.406316 -1.06 -1.30 0.14 0.09
C -1.655747 -1.986803 -1.787909 0.23 -0.01 -0.01 -0.20
H -2.608542 -0.038218 -1.991658 0.29 0.02 0.15 0.12
H -0.808633 0.026347 -1.757146 -0.45 -0.34 -0.76 0.04
C -0.404864 -2.579570 -1.138485 0.53 -0.15 0.15 -0.19
H -2.556729 -2.449545 -1.345143 0.27 -0.01 -0.36 0.12
H -1.633473 -2.167042 -2.870610 -0.10 -0.07 0.21 0.11
C -0.237335 -2.231822 0.363210 0.46 -0.70 -0.56 -0.19
H -0.431564 -3.671587 -1.258972 0.13 0.19 0.01 0.10
H 0.516087 -2.218565 -1.619610 -0.45 -0.02 -0.30 0.11
H -0.471283 -3.133037 0.952040 -0.19 0.36 0.13 0.11
H 0.826383 -2.038822 0.571567 -0.18 0.00 -0.07 0.11
C 3.668479 1.899388 2.080686 0.06 0.28 -0.18 -0.20
O 3.738810 2.388183 0.737298 -0.43 -0.64 0.26 -0.18
H 3.235688 0.883156 2.149291 0.20 0.44 -0.10 0.07
H 3.063608 2.577012 2.706053 0.10 -0.28 -0.13 0.06
H 4.698673 1.893208 2.469392 -0.28 -0.10 -0.04 0.06
H 2.952049 2.038253 0.267227 0.35 0.33 0.20 -0.05

[3]
34
Properties=species:S:1:pos:R:3:forces:R:3:lowdin_charge:R:1 method="wB97M-V/def2-TZVPD" s_squared=0.76 molar_mass_g_mol=387.80 total_energy_ev=-95701.71877 lumo_ev="-8.6 / -8.3" spin_multiplicity=2 total_charge=+2
Ti 1.326465 -10.522848 -3.276455 0.55 -0.89 -1.02 0.61
C 4.022212 -8.968722 -5.018056 1.52 -0.14 -1.15 -0.52
C 4.369968 -8.581703 -3.614067 0.25 -0.05 0.76 -0.44
S 2.903215 -8.669106 -2.490584 -0.39 -0.02 -0.27 0.93
C 1.820352 -7.237546 -2.978233 0.50 -0.13 0.85 -0.43
C 0.425037 -7.371297 -2.371213 0.74 -0.08 0.09 -0.45
S -0.476366 -8.793359 -3.020564 -0.03 0.06 -0.84 0.95
C -0.814609 -8.299261 -4.791105 0.42 0.65 0.61 -0.43
C -1.164301 -9.479575 -5.613399 0.10 -0.75 -0.06 -0.48
S 0.116685 -10.744434 -5.584340 0.46 -0.42 0.17 0.94
C 1.237962 -10.159905 -6.892416 -0.03 1.58 0.77 -0.46
C 2.588957 -10.751909 -6.781923 1.42 -0.32 0.74 -0.43
S 3.388177 -10.641712 -5.104495 -1.19 -0.55 0.34 0.94
H 4.937531 -9.004658 -5.689659 -0.98 0.51 0.86 0.13
H 3.309553 -8.264839 -5.381239 -0.51 0.48 -0.71 0.07
H 4.784637 -7.564864 -3.536167 -0.24 -0.28 -0.15 0.12
H 5.128983 -9.252649 -3.181570 -0.40 0.13 0.09 0.11
H 1.698438 -7.188296 -4.045714 0.38 0.17 -0.47 0.06
H 2.344712 -6.356346 -2.580612 -0.33 -0.11 -0.31 0.11
H -0.103028 -6.452830 -2.593023 -0.41 0.10 0.05 0.11
H 0.431561 -7.528078 -1.293715 0.05 0.13 0.08 0.10
H 0.016895 -7.744936 -5.258973 -0.27 -0.06 0.55 0.10
H -1.702803 -7.691186 -4.731168 -0.13 0.62 0.03 0.10
H -1.347838 -9.180774 -6.649724 -0.18 -0.20 0.15 0.12
H -2.017727 -9.986983 -5.187431 -0.52 -0.10 -0.22 0.10
H 1.307341 -9.054528 -6.891543 -0.29 -0.48 0.09 0.11
H 0.783744 -10.478282 -7.795041 -0.42 -0.19 -1.06 0.09
H 3.320194 -10.344444 -7.497614 -0.40 -0.05 0.16 0.12
H 2.538379 -11.814988 -6.941955 0.15 -0.54 -0.09 0.09
O 1.174188 -13.454504 -0.702042 1.51 2.41 -2.42 -0.19
Cl 1.866410 -12.501429 -1.567287 -2.58 -4.00 0.61 0.87
O 1.150813 -11.079514 -1.323734 1.59 -1.62 -1.95 -0.45
O 3.269480 -12.485738 -1.395762 -0.64 0.95 -0.18 -0.22
O 1.564239 -12.804137 -3.187173 0.26 3.19 3.90 -0.40